No. 1
Here is a structure of composition C10H29BN5OPSn in a non-equilibrium geometry from the OMol25 dataset. Energies are from ωB97M-V with the def2-TZVPD basis set.

Calculated values
HOMO (spin up / spin down), eV: -9.3 / -9.2
Orbital gap (spin up / spin down), eV: 5.4874 / 5.3010
Charge: +1
Calculated total energy, Ha: -1327.47815
Spin multiplicity: 2

Each line ends with the Löwdin spin population.
Positions of all 48 atoms, in Å:
Sn (0.944, -0.563, -0.785)  0.3641
H (-2.984, 0.570, -1.515)  0.0026
H (-0.222, 1.215, -0.379)  0.0138
P (1.009, 1.085, -3.103)  0.0143
C (0.654, 0.144, -4.634)  0.0015
H (0.898, 0.719, -5.535)  -0.0001
H (1.229, -0.788, -4.635)  0.0000
H (-0.409, -0.124, -4.657)  0.0005
C (0.066, 2.642, -3.428)  -0.0010
H (0.536, 3.524, -2.955)  0.0002
H (-0.001, 2.841, -4.515)  -0.0003
H (-0.960, 2.540, -3.034)  0.0000
C (2.770, 1.618, -3.442)  0.0058
H (3.430, 0.741, -3.290)  0.0012
H (2.883, 1.983, -4.486)  0.0000
H (3.077, 2.413, -2.734)  0.0016
C (2.700, 0.914, -0.317)  0.2561
O (3.756, 1.329, -0.033)  0.1197
H (-0.233, 2.390, 0.952)  0.0017
H (-0.001, 2.939, -0.646)  0.0027
H (-2.419, 3.091, -1.028)  0.0013
H (-2.670, 2.043, 0.742)  0.0012
B (-2.057, 2.541, -0.090)  0.0151
N (-0.494, 2.261, -0.037)  0.0214
H (-3.651, 0.332, -1.858)  0.0004
H (0.369, -1.952, -1.703)  0.1010
C (0.723, -2.415, 1.488)  0.0210
N (-0.017, -1.117, 1.183)  0.0233
C (0.297, -0.121, 2.273)  0.0029
N (0.038, -0.676, 3.599)  -0.0001
C (0.766, -1.935, 3.820)  0.0001
N (0.377, -2.961, 2.831)  0.0017
C (-1.084, -3.175, 2.870)  0.0008
N (-1.831, -1.916, 2.687)  0.0018
C (-1.522, -1.340, 1.366)  0.0060
C (-1.397, -0.976, 3.739)  0.0002
H (1.805, -2.225, 1.496)  0.0131
H (0.473, -3.175, 0.733)  0.0002
H (-0.395, 0.731, 2.111)  0.0005
H (1.339, 0.205, 2.198)  0.0011
H (0.504, -2.298, 4.829)  0.0000
H (1.841, -1.759, 3.746)  0.0000
H (-1.367, -3.880, 2.076)  0.0000
H (-1.348, -3.596, 3.850)  0.0001
H (-1.993, -0.341, 1.303)  0.0007
H (-1.901, -1.986, 0.568)  0.0021
H (-1.547, -1.444, 4.718)  0.0000
H (-1.982, -0.050, 3.661)  0.0000

---

No. 2
Here is a structure of composition C10H29Cl2GeO5PtSSi3 in a non-equilibrium geometry from the OMol25 dataset. Energies are from ωB97M-V with the def2-TZVPD basis set.

Calculated values
HOMO (spin up / spin down), eV: -0.3 / -0.1
Orbital gap (spin up / spin down), eV: 4.7723 / 4.6308
Charge: -2
Calculated total energy, Ha: -5157.82506
Spin multiplicity: 2

Each line ends with the Löwdin spin population.
Positions of all 52 atoms, in Å:
Pt (-0.637, -1.157, -1.852)  0.3590
O (-0.385, -4.414, -1.547)  0.0006
S (-0.181, -3.100, -0.912)  -0.0046
O (0.381, -3.293, 0.404)  -0.0004
O (-1.643, -2.486, -0.706)  0.0057
O (0.954, -2.413, -1.739)  0.1223
Cl (-1.393, -2.291, -3.824)  -0.0200
C (-1.951, -3.126, -5.288)  -0.0257
Cl (-1.805, -2.092, -6.723)  -0.0040
H (-2.997, -3.405, -5.161)  -0.0009
H (-1.347, -4.020, -5.436)  -0.0006
O (0.248, -0.089, -2.815)  0.5517
C (2.811, -1.822, 0.760)  0.0012
Si (2.395, -0.036, 0.409)  -0.0004
C (3.094, 1.024, 1.787)  -0.0006
C (3.239, 0.411, -1.200)  -0.0009
Ge (0.074, 0.278, 0.228)  0.0070
Si (-1.150, -0.376, 2.224)  0.0023
C (-0.940, -2.127, 2.761)  0.0003
C (-2.985, -0.169, 1.916)  0.0006
C (-0.598, 0.709, 3.651)  0.0009
Si (-0.546, 2.455, -0.357)  -0.0001
C (-2.389, 2.552, -0.666)  0.0020
C (-0.092, 3.664, 1.002)  -0.0003
C (0.302, 2.976, -1.940)  0.0009
H (3.911, -1.937, 0.791)  0.0000
H (2.400, -2.459, -0.031)  0.0014
H (2.401, -2.122, 1.733)  0.0001
H (4.184, 0.866, 1.854)  -0.0001
H (2.629, 0.744, 2.744)  0.0000
H (2.895, 2.087, 1.577)  0.0000
H (4.322, 0.220, -1.107)  0.0000
H (3.090, 1.477, -1.424)  0.0001
H (2.826, -0.203, -2.016)  -0.0006
H (-1.249, -2.794, 1.969)  0.0002
H (-1.578, -2.300, 3.655)  0.0000
H (0.103, -2.321, 3.033)  0.0000
H (-3.290, -0.803, 1.069)  0.0005
H (-3.217, 0.884, 1.699)  0.0000
H (-3.541, -0.472, 2.820)  0.0000
H (0.474, 0.549, 3.845)  0.0000
H (-1.174, 0.447, 4.554)  0.0002
H (-0.773, 1.769, 3.404)  0.0000
H (-2.941, 2.320, 0.255)  0.0000
H (-2.668, 1.839, -1.458)  0.0023
H (-2.651, 3.576, -0.985)  0.0001
H (-0.615, 3.391, 1.931)  0.0000
H (-0.393, 4.684, 0.703)  -0.0001
H (0.995, 3.643, 1.170)  0.0000
H (0.052, 2.266, -2.744)  -0.0007
H (1.391, 3.006, -1.793)  0.0000
H (-0.043, 3.987, -2.222)  0.0004